Entry 1:
Formula: C28H54Cl3N2OS2
Source: OMol25
Level of theory: the ωB97M-V functional and the def2-TZVPD basis

* orbital gap: 0.21709 hartree
* total charge: +1
* M: 605.25 g/mol

Each line ends with the Löwdin charge.
Positions of all 90 atoms, in Å:
C1 -0.841 3.179 2.480  -0.1105
C2 -0.364 3.565 1.081  -0.2495
C3 1.172 3.649 0.962  -0.1979
C4 1.711 2.937 -0.287  -0.2093
C5 3.177 2.476 -0.118  -0.1751
C6 3.164 0.996 0.317  -0.2416
C7 4.459 0.550 0.985  -0.1715
C8 4.322 -0.796 1.759  -0.1811
N1 2.937 -1.287 1.837  -0.1810
C9 2.790 -2.679 1.378  -0.1761
C10 3.217 -2.873 -0.102  -0.1789
C11 2.150 -3.643 -0.890  -0.1851
C12 0.815 -2.901 -1.116  -0.1901
C13 0.907 -1.375 -1.077  -0.2220
C14 -0.386 -0.725 -1.592  -0.2128
C15 -0.344 -0.548 -3.122  -0.2306
C16 0.252 0.814 -3.538  -0.0882
C17 2.270 -0.908 2.973  -1.0628
S1 2.534 0.534 3.716  0.6968
S2 1.005 -1.967 3.697  0.8823
C18 -0.348 -1.627 2.518  -0.4674
C19 -1.637 -1.248 3.261  -0.2246
C20 -2.560 -0.312 2.434  -0.1411
C21 -3.966 -0.919 2.224  -0.2371
C22 -4.081 -1.461 0.774  -0.0329
C23 -4.640 -0.318 -0.005  -0.2112
C24 -4.514 -0.191 -1.483  -0.0881
C25 -4.149 1.213 -2.024  -0.1584
C26 -3.112 1.957 -1.166  -0.2677
O1 -2.129 2.589 -1.976  -0.0622
N2 -5.248 0.478 0.807  -0.4055
Cl1 -6.192 1.814 0.411  0.8966
C27 -5.101 0.123 2.227  -0.1050
H1 -0.661 2.122 2.697  0.0507
H2 -0.383 3.784 3.262  0.0794
H3 -1.924 3.330 2.557  0.0601
H4 -0.802 4.535 0.835  0.1060
H5 -0.764 2.864 0.346  0.0710
H6 1.428 4.707 0.870  0.1145
H7 1.658 3.263 1.860  0.0988
H8 1.082 2.049 -0.424  0.0776
H9 1.571 3.542 -1.185  0.1137
H10 3.600 3.036 0.719  0.1078
H11 3.747 2.628 -1.033  0.1099
H12 2.304 0.889 0.979  0.0685
H13 3.013 0.402 -0.588  0.0632
H14 4.830 1.310 1.671  0.1000
H15 5.201 0.420 0.192  0.1123
H16 4.959 -1.537 1.278  0.1178
H17 4.716 -0.641 2.763  0.0964
H18 3.402 -3.342 1.996  0.1320
H19 1.758 -2.997 1.453  0.0703
H20 4.127 -3.475 -0.124  0.1139
H21 3.470 -1.920 -0.566  0.0697
H22 1.938 -4.536 -0.292  0.1117
H23 2.560 -4.018 -1.829  0.1043
H24 0.453 -3.151 -2.118  0.1078
H25 0.052 -3.261 -0.420  0.0958
H26 1.188 -1.000 -0.094  0.0811
H27 1.689 -1.076 -1.783  0.0512
H28 -0.561 0.236 -1.102  0.0841
H29 -1.241 -1.375 -1.349  0.0867
H30 0.265 -1.354 -3.537  0.0938
H31 -1.345 -0.643 -3.550  0.0934
H32 0.738 1.306 -2.695  0.0587
H33 0.994 0.722 -4.332  0.0578
H34 -0.537 1.469 -3.901  0.0587
H35 -0.509 -2.470 1.843  0.0689
H36 -0.040 -0.782 1.900  0.0682
H37 -1.351 -0.719 4.168  0.1025
H38 -2.182 -2.156 3.520  0.1089
H39 -2.600 0.686 2.872  0.1052
H40 -2.105 -0.190 1.446  0.0983
H41 -4.215 -1.647 2.991  0.1450
H42 -3.210 -1.940 0.337  0.1316
H43 -4.900 -2.200 0.751  0.1601
H44 -3.702 -0.866 -1.764  0.1189
H45 -5.410 -0.597 -1.961  0.1499
H46 -5.064 1.795 -2.111  0.0876
H47 -3.702 1.087 -3.008  0.1230
H48 -2.564 1.281 -0.507  0.0960
H49 -3.580 2.730 -0.549  0.1064
H50 -2.585 3.223 -2.542  0.1025
H51 -6.030 -0.100 2.748  0.1405
H52 -4.725 1.023 2.727  0.1274
C28 3.609 -1.575 -4.591  -1.0161
Cl2 5.081 -1.735 -5.546  0.5390
Cl3 3.849 -0.557 -3.161  0.5660
H53 2.842 -1.120 -5.208  0.0203
H54 3.301 -2.561 -4.260  0.0208

---

Entry 2:
Formula: C28H54O11Si2
Source: OMol25
Level of theory: the ωB97M-V functional and the def2-TZVPD basis

* orbital gap: 0.33756 hartree
* total charge: 0
* M: 622.90 g/mol

Each line ends with the Löwdin charge.
Positions of all 95 atoms, in Å:
C1 -0.510 2.082 1.220  -0.0411
C2 0.536 3.012 0.653  -0.2280
C3 1.613 2.432 -0.018  -0.0414
C4 2.645 3.187 -0.564  -0.0751
C5 2.607 4.562 -0.413  -0.0850
C6 1.541 5.146 0.260  -0.0476
C7 0.477 4.402 0.786  -0.2487
C8 -0.659 5.118 1.468  -0.2517
Si1 -2.335 5.016 0.601  0.5401
O1 -2.393 3.810 -0.557  -0.4887
Si2 -3.709 2.815 -0.720  0.4995
H1 -0.017 1.362 1.867  0.0844
H2 -1.226 2.604 1.848  0.0648
H3 -1.047 1.567 0.435  0.0494
H4 1.656 1.359 -0.132  0.0951
H5 3.458 2.710 -1.085  0.0931
H6 3.411 5.168 -0.795  0.0975
H7 1.543 6.223 0.366  0.1037
H8 -0.417 6.180 1.453  0.0642
H9 -0.744 4.851 2.518  0.0795
H10 -2.611 6.291 -0.092  -0.0233
H11 -3.363 4.736 1.626  -0.0213
H12 -3.360 1.398 -0.484  -0.0649
H13 -4.802 3.155 0.214  -0.0628
H14 -4.251 2.896 -2.093  -0.0702
O2 -1.889 -1.477 3.645  0.1047
C9 -1.279 -1.204 4.640  -0.5325
O3 -1.719 -0.200 5.424  -0.0036
C10 -1.183 0.068 6.721  -0.2396
C11 0.029 0.974 6.656  -0.0640
C12 0.017 -1.903 4.987  0.0132
H15 -0.975 -0.861 7.252  0.1113
H16 -1.989 0.564 7.259  0.1224
H17 0.851 0.508 6.113  0.0676
H18 0.375 1.217 7.661  0.0807
H19 -0.223 1.900 6.140  0.0822
H20 0.837 -1.386 4.490  0.0950
H21 -0.038 -2.919 4.604  0.0911
H22 0.221 -1.962 6.054  0.0691
O4 6.163 2.921 -2.189  0.1039
C13 6.777 3.197 -1.196  -0.5307
O5 6.324 4.192 -0.412  -0.0125
C14 6.839 4.467 0.892  -0.2360
C15 8.044 5.384 0.844  -0.0644
C16 8.078 2.512 -0.846  0.0135
H23 7.048 3.540 1.428  0.1136
H24 6.021 4.957 1.418  0.1226
H25 8.878 4.925 0.314  0.0673
H26 8.373 5.631 1.854  0.0812
H27 7.791 6.307 0.323  0.0835
H28 8.893 3.038 -1.341  0.0950
H29 8.036 1.495 -1.228  0.0907
H30 8.280 2.458 0.221  0.0705
O6 2.683 -4.194 -0.376  0.1029
C17 1.994 -3.542 -1.111  -0.5221
O7 1.936 -2.207 -0.923  -0.0028
C18 1.309 -1.318 -1.851  -0.2374
C19 -0.175 -1.182 -1.582  -0.0577
C20 1.139 -4.177 -2.183  0.0019
H31 1.518 -1.618 -2.879  0.1120
H32 1.799 -0.357 -1.704  0.1057
H33 -0.695 -2.130 -1.715  0.0704
H34 -0.619 -0.447 -2.255  0.0830
H35 -0.342 -0.861 -0.553  0.0749
H36 0.180 -4.460 -1.756  0.0985
H37 1.640 -5.076 -2.524  0.0784
H38 0.971 -3.543 -3.050  0.0708
O8 -0.295 -6.170 -3.940  0.0986
C21 0.319 -6.798 -4.758  -0.5238
O9 0.249 -8.141 -4.732  0.0037
C22 0.783 -8.971 -5.766  -0.2371
C23 2.247 -9.286 -5.539  -0.0631
C24 1.232 -6.122 -5.757  0.0145
H39 0.603 -8.530 -6.747  0.1112
H40 0.196 -9.887 -5.720  0.1227
H41 2.862 -8.386 -5.569  0.0680
H42 2.610 -9.974 -6.304  0.0815
H43 2.385 -9.746 -4.561  0.0845
H44 2.213 -5.994 -5.301  0.0943
H45 0.818 -5.142 -5.979  0.0909
H46 1.340 -6.658 -6.696  0.0698
O10 -7.440 2.411 2.406  0.1034
C25 -7.699 1.499 1.673  -0.5331
O11 -8.794 1.578 0.889  -0.0040
C26 -9.068 0.647 -0.159  -0.2412
C27 -9.815 -0.571 0.345  -0.0651
C28 -6.875 0.230 1.666  0.0131
H47 -8.153 0.379 -0.688  0.1107
H48 -9.689 1.196 -0.865  0.1217
H49 -9.221 -1.137 1.063  0.0675
H50 -10.070 -1.230 -0.485  0.0806
H51 -10.734 -0.267 0.846  0.0829
H52 -7.257 -0.442 2.433  0.0949
H53 -5.848 0.489 1.908  0.0884
H54 -6.862 -0.286 0.708  0.0690

---

Entry 3:
Formula: C28H54P2SiYb
Source: OMol25
Level of theory: the ωB97M-V functional and the def2-TZVPD basis

* expectation value of S²: 0.7683
* 2S+1: 2
* orbital gap (spin up / spin down): 0.12454 / 0.13675 hartree
* ΔE to the lowest compared entry with this formula, charge and spin: 10.133 eV
* total charge: +1
* M: 653.81 g/mol

Each line ends with the Löwdin charge.
Positions of all 86 atoms, in Å:
Yb1 -1.541 0.119 -1.953  1.2980
C1 0.847 3.363 -0.930  -0.2539
C2 -0.516 3.504 -0.529  -0.2326
C3 0.756 3.158 1.347  -0.1785
C4 1.648 3.185 0.229  -0.2157
C5 -0.576 3.336 0.864  -0.2381
C6 1.363 3.425 -2.313  -0.0698
H1 0.570 3.632 -3.054  0.0683
H2 1.865 2.485 -2.610  0.0669
H3 2.106 4.233 -2.431  0.0880
C7 3.117 3.113 0.263  -0.0395
H4 3.559 3.532 -0.649  0.0828
H5 3.467 2.082 0.345  0.0508
H6 3.521 3.648 1.128  0.0817
C8 1.181 3.103 2.750  -0.0352
H7 2.151 3.626 2.902  0.0882
H8 1.333 2.059 3.090  0.0425
H9 0.404 3.535 3.416  0.0922
C9 -1.763 3.468 1.746  -0.0582
H10 -1.756 4.390 2.350  0.0894
H11 -1.804 2.631 2.455  0.0572
H12 -2.689 3.476 1.162  0.0686
C10 -1.674 3.827 -1.415  -0.0621
H13 -1.904 4.908 -1.459  0.1008
H14 -2.600 3.351 -1.049  0.0635
H15 -1.483 3.532 -2.457  0.0546
C11 -1.408 -2.751 -3.210  -0.1252
C12 -1.102 -1.651 -3.937  -0.1982
C13 -2.042 -0.606 -4.553  -0.1871
C14 -3.432 -0.468 -3.832  -0.2301
C15 -3.555 -0.576 -2.323  -0.3359
C16 -3.192 -1.553 -1.461  -0.3153
C17 -3.358 -3.027 -1.699  -0.1847
C18 -2.757 -3.394 -3.073  -0.1595
H16 -2.412 -0.828 -5.579  0.1391
H17 -4.188 -1.077 -4.363  0.1169
H18 -1.568 0.415 -4.600  0.1092
H19 -3.454 -3.069 -3.851  0.1112
H20 -0.582 -3.484 -3.031  0.1204
H21 -0.082 -1.721 -4.402  0.1321
H22 -2.677 -4.479 -3.219  0.1256
H23 -2.763 -3.498 -0.890  0.0982
H24 -3.083 -1.298 -0.395  0.0570
H25 -4.423 -3.396 -1.572  0.1371
H26 -3.821 0.562 -4.002  0.1154
H27 -3.500 0.493 -1.942  0.0733
P1 1.647 -1.850 -0.835  0.9214
P2 -0.764 -0.891 2.328  0.9241
C19 -0.022 -2.634 -0.179  -0.3419
C20 -0.604 -2.474 1.273  -0.3761
H28 0.202 -3.707 -0.276  0.0810
H29 -0.819 -2.557 -0.941  0.0026
H30 -1.609 -2.958 1.330  0.0802
H31 0.009 -3.145 1.912  0.0800
C21 -1.355 -1.625 3.892  -0.2815
H32 -1.776 -0.812 4.496  0.0571
H33 -0.541 -2.074 4.465  0.0328
H34 -2.141 -2.362 3.701  0.0506
C22 -2.458 -0.247 1.829  -0.2921
H35 -3.250 -1.020 1.932  0.0557
H36 -2.574 0.277 0.848  0.0135
H37 -2.708 0.517 2.581  0.0301
C23 2.346 -3.022 -2.033  -0.2795
H38 3.001 -2.446 -2.684  0.0477
H39 1.607 -3.534 -2.643  0.0243
H40 2.901 -3.714 -1.403  0.0400
C24 1.055 -0.538 -1.980  -0.3212
H41 0.171 -1.053 -2.403  -0.0627
H42 1.647 -0.470 -2.872  0.0550
H43 0.869 0.489 -1.569  0.0353
C25 3.768 -2.084 2.882  -0.1766
Si1 2.991 -0.376 2.929  0.4172
C26 1.801 -0.255 4.372  -0.2140
C27 4.286 0.970 2.978  -0.1772
C28 1.864 -0.255 1.409  -0.1659
H44 4.422 -2.222 3.750  0.0391
H45 4.374 -2.230 1.974  0.0367
H46 3.006 -2.879 2.913  0.0309
H47 2.271 0.323 5.195  0.0475
H48 0.883 0.274 4.024  -0.0218
H49 1.516 -1.260 4.748  0.0296
H50 4.787 1.101 2.010  0.0303
H51 3.895 1.949 3.280  0.0243
H52 5.079 0.735 3.698  0.0391
H53 1.507 -1.320 1.231  -0.1062
H54 2.536 0.065 0.575  -0.0189